1.
DFT (the ωB97M-V functional and the def2-TZVPD basis) results for C3H3Br2N as an isolated structure in a non-equilibrium geometry.

Summary:
**Highest occupied orbital energy**: -10.363 eV
**Strongest force on any atom**: 2.2 eV/Å
**Lowest unoccupied orbital energy**: 0.388 eV
**Molecular weight**: 212.9 g/mol

Geometry as XYZ:
```
9
Properties=species:S:1:pos:R:3:forces:R:3
Br 1.92435 -1.07309 1.65213 -0.1397 0.1545 -0.1342
Br -0.70213 0.53043 2.40431 0.1913 -0.0203 -0.3463
N 2.07772 0.10803 -1.40711 1.2326 0.1815 -1.2719
C 0.60976 0.17789 0.96449 -0.9694 0.1577 2.0181
C 1.00908 -0.18230 -1.14416 -0.1796 -0.2457 -0.8120
C -0.10998 -0.34456 -0.26901 -0.2368 -0.0912 0.4199
H -0.43200 -1.38153 -0.16129 0.0550 0.1205 0.0451
H -0.96421 0.27870 -0.54002 0.1442 0.0142 0.0541
H 1.10466 1.13119 0.78905 -0.0976 -0.2713 0.0271
```
Forces are in eV/Å.

2.
DFT (the ωB97M-V functional and the def2-TZVPD basis) results for C3H3Br2N as an isolated structure in a non-equilibrium geometry.

Summary:
**Highest occupied orbital energy**: -9.812 eV
**Strongest force on any atom**: 6.0 eV/Å
**Lowest unoccupied orbital energy**: 0.021 eV
**Molecular weight**: 212.9 g/mol

Geometry as XYZ:
```
9
Properties=species:S:1:pos:R:3:forces:R:3
Br -1.36431 1.67022 0.79840 -0.6073 0.9412 0.1691
Br -1.45264 -1.48043 1.22887 0.0765 0.4466 -0.5423
N -0.89383 -0.33688 -2.40830 0.0237 -0.3832 -2.8876
C -0.81196 0.02207 0.16326 3.7652 -1.5183 -0.6069
C -0.90901 -0.17630 -1.29210 -0.3523 0.4697 4.1403
C 1.29249 0.06321 0.35638 -5.0838 -2.1183 2.3111
H 1.46135 -0.83902 0.94552 0.2851 0.3662 -0.3613
H 1.21918 0.96684 0.83501 0.5977 1.9288 1.3246
H 1.45873 0.11028 -0.62705 1.2952 -0.1327 -3.5471
```
Forces are in eV/Å.

3.
DFT (the ωB97M-V functional and the def2-TZVPD basis) results for C3H3Br2NO as an isolated structure in a non-equilibrium geometry.

Summary:
**Highest occupied orbital energy (spin up / spin down)**: -7.386 / -7.388 eV
**Strongest force on any atom**: 3.9 eV/Å
**Lowest unoccupied orbital energy (spin up / spin down)**: -1.435 / -1.431 eV
**Molecular weight**: 228.9 g/mol

Geometry as XYZ:
```
10
Properties=species:S:1:pos:R:3:forces:R:3
Br -3.18088 0.29047 0.15484 -1.7375 0.7775 0.1430
Br -1.34384 -2.11655 0.12572 0.5767 0.3425 0.0585
O -0.66881 2.01947 0.07989 -1.1247 3.3518 -0.0719
N 0.84913 0.51101 -0.12520 3.4691 -1.6919 -0.6244
C 1.49678 -0.63198 -0.07425 -0.6634 2.9308 -0.6592
C -0.52047 0.83668 0.10899 -1.0264 -3.6671 0.6508
C -1.44570 -0.21080 0.36616 1.3948 0.4197 -0.5894
H 0.93244 -1.48748 0.20648 0.0418 -0.6703 0.2807
H 2.52630 -0.61444 -0.41189 -0.0406 -0.2258 0.2239
H 1.35504 1.40360 -0.43075 -0.8898 -1.5672 0.5880
```
Forces are in eV/Å.

4.
DFT (the ωB97M-V functional and the def2-TZVPD basis) results for one molecule with the formula C3H3Br2NO2 in a non-equilibrium geometry.

Summary:
**Highest occupied orbital energy**: -10.651 eV
**Strongest force on any atom**: 4.1 eV/Å
**Structure (SMILES)**: N#C[C@H](Br)C(O)(O)Br
**Lowest unoccupied orbital energy**: 0.149 eV
**Molecular weight**: 244.9 g/mol

Geometry as XYZ:
```
11
Properties=species:S:1:pos:R:3:forces:R:3
Br 0.39659 1.81036 -2.10684 0.1133 0.2423 -0.6092
Br -1.56538 -0.26440 1.63243 0.4759 0.0586 -0.7849
O -0.55036 -0.88450 -1.00327 -0.3656 -1.7934 -1.4545
O 0.95889 -0.02677 0.34452 -1.0048 -0.7544 -1.4247
N -3.19237 1.00937 -1.55836 -1.6808 -0.2893 -0.5279
C -0.37517 0.00207 -0.08408 1.4534 2.9374 2.3945
C -2.17993 1.23699 -1.10266 1.5993 0.8852 0.0784
C -0.81018 1.45712 -0.65428 -0.0775 -1.4007 0.4284
H 0.17189 -1.54156 -1.02063 -0.3546 0.3427 0.2630
H -0.70167 2.35995 -0.03786 -0.1844 -0.9135 0.4173
H 1.06437 0.44281 1.15107 0.0259 0.6849 1.2196
```
Forces are in eV/Å.

5.
DFT (the ωB97M-V functional and the def2-TZVPD basis) results for a 2-piece molecular cluster, C3H3BrCl2 overall in a non-equilibrium geometry.

Summary:
**Highest occupied orbital energy (spin up / spin down)**: -8.874 / -8.877 eV
**Strongest force on any atom**: 4.7 eV/Å
**Lowest unoccupied orbital energy (spin up / spin down)**: -4.066 / -4.065 eV
**Molecular weight**: 189.9 g/mol

Geometry as XYZ:
```
9
Properties=species:S:1:pos:R:3:forces:R:3
Br 0.86849 2.05078 -1.79217 -0.6929 -1.7536 1.1790
Cl -1.15361 -0.41387 -1.88039 0.8697 0.5652 0.8693
Cl -2.76772 -1.43381 1.77572 1.0696 0.6829 -0.4865
C 0.07225 0.36506 -0.85078 -0.6877 0.7652 -2.2664
C 0.94546 -0.39221 0.13232 -0.5853 -0.4501 -1.0639
C -0.10367 0.44320 0.55585 -2.7274 0.2094 3.8527
H -0.60595 0.68836 1.57910 0.5476 -0.0999 -2.3628
H 0.90839 -1.45959 0.29931 0.1686 -0.1554 -0.0422
H 1.83635 0.15208 0.18103 2.0378 0.2362 0.3210
```
Forces are in eV/Å.

6.
DFT (the ωB97M-V functional and the def2-TZVPD basis) results for a 2-piece molecular cluster, C3H3BrCl2 overall in a non-equilibrium geometry.

Summary:
**Highest occupied orbital energy (spin up / spin down)**: -9.829 / -9.826 eV
**Strongest force on any atom**: 4.0 eV/Å
**Lowest unoccupied orbital energy (spin up / spin down)**: -1.108 / -1.106 eV
**Molecular weight**: 189.9 g/mol

Geometry as XYZ:
```
9
Properties=species:S:1:pos:R:3:forces:R:3
Br 2.67326 -0.78141 0.40370 0.3777 -0.0554 0.2659
Cl 2.41809 1.98734 -0.83852 -0.3999 -0.4127 0.0662
Cl -0.28872 2.52695 0.90712 0.1794 -0.4729 0.2333
C 0.37357 0.93888 0.73876 -0.8173 -1.4620 3.6397
C 1.52426 0.65600 -0.08065 2.3648 0.4243 -0.4579
C 0.20850 0.19576 -0.53329 -1.4134 -0.7813 -1.2797
H 0.08190 -0.90818 -0.53886 -0.1017 1.0375 0.0208
H 0.48788 -0.14110 2.39359 -0.3754 2.1250 -3.1211
H -0.26218 0.74783 -1.36949 0.1857 -0.4024 0.6328
```
Forces are in eV/Å.

7.
DFT (the ωB97M-V functional and the def2-TZVPD basis) results for one molecule with the formula C3H3BrClF in a non-equilibrium geometry.

Summary:
**Highest occupied orbital energy**: -9.940 eV
**Strongest force on any atom**: 5.5 eV/Å
**Structure (SMILES)**: C=C(Cl)[C@@H](F)Br
**Lowest unoccupied orbital energy**: 0.821 eV
**Molecular weight**: 173.4 g/mol

Geometry as XYZ:
```
9
Properties=species:S:1:pos:R:3:forces:R:3
Br 2.55630 0.02829 -0.05498 0.8718 -0.5047 0.2210
Cl -1.43111 1.93332 -0.16335 -1.7875 1.4696 -0.3482
F 1.49136 2.41304 0.50396 0.1534 1.0048 -0.0408
C -0.39362 0.67562 0.03527 5.3397 1.2527 -0.4481
C 1.29768 1.40119 -0.31035 -4.3041 -3.4858 -0.0675
C -0.63380 -0.55299 0.41618 0.3279 0.9708 -0.2779
H 1.22664 1.53336 -1.39625 0.2600 1.0519 0.4909
H 0.27505 -1.14388 0.58913 -1.0872 -0.4756 0.0138
H -1.70761 -0.67150 0.50970 0.2259 -1.2838 0.4568
```
Forces are in eV/Å.

8.
DFT (the ωB97M-V functional and the def2-TZVPD basis) results for C3H3BrClF3 as an isolated structure in a non-equilibrium geometry.

Summary:
**Highest occupied orbital energy (spin up / spin down)**: -9.005 / -8.257 eV
**Strongest force on any atom**: 3.5 eV/Å
**Lowest unoccupied orbital energy (spin up / spin down)**: -0.473 / -0.795 eV
**Molecular weight**: 211.4 g/mol

Geometry as XYZ:
```
11
Properties=species:S:1:pos:R:3:forces:R:3
Br -0.51377 -2.30871 -0.81016 0.9386 -0.7616 -0.5088
Cl -2.22312 -1.85594 1.48759 -0.2539 0.3967 0.1734
F 0.08370 -0.71369 -3.27442 -2.5364 -1.4140 0.1854
F -1.99731 -1.43584 -3.92351 0.5031 0.5970 0.9508
F -1.65658 -0.08122 -2.15027 -0.8446 -0.8069 -0.8377
C -1.25369 -1.17390 -2.84326 2.6456 2.1942 -0.8553
C -0.21513 -0.01474 0.99286 -0.6111 -0.3580 0.3229
C -0.93861 -1.23531 0.52448 -0.4810 0.1615 1.5355
H -0.13977 0.03423 2.08356 -0.0508 -0.3976 -0.0917
H -0.70466 0.90731 0.71875 -0.3603 0.3008 -0.4038
H 0.76272 -0.00786 0.58832 1.0509 0.0880 -0.4705
```
Forces are in eV/Å.

9.
DFT (the ωB97M-V functional and the def2-TZVPD basis) results for one molecule with the formula C3H3BrClNO in a non-equilibrium geometry.

Summary:
**Highest occupied orbital energy**: -10.145 eV
**Strongest force on any atom**: 4.7 eV/Å
**Structure (SMILES)**: O=C1C[C@@H](Cl)N1Br
**Lowest unoccupied orbital energy**: -0.614 eV
**Molecular weight**: 184.4 g/mol

Geometry as XYZ:
```
10
Properties=species:S:1:pos:R:3:forces:R:3
Br 2.92384 -0.06952 0.46262 -2.0313 0.3892 -0.3190
Cl -0.00433 -2.40124 -0.42196 0.2817 0.7584 0.4871
O 0.55696 2.12214 -0.95962 -1.0691 -1.9412 0.8610
N 1.00455 0.18247 0.25576 1.0769 -2.7228 0.9492
C 0.24017 1.06760 -0.42930 0.9075 2.7881 -1.1834
C -1.01901 0.19484 -0.19225 -0.0016 3.0054 3.5731
C -0.08376 -0.83606 0.46322 0.3350 1.4914 -2.5444
H -1.84952 0.76817 0.46522 2.0770 -1.5926 -1.2984
H -0.36143 -0.96817 1.43779 -0.0272 -0.9678 2.5668
H -1.40746 -0.06022 -1.08149 -1.5491 -1.2080 -3.0920
```
Forces are in eV/Å.

10.
DFT (the ωB97M-V functional and the def2-TZVPD basis) results for one molecule with the formula C3H3BrF2 in a non-equilibrium geometry.

Summary:
**Highest occupied orbital energy**: -10.289 eV
**Strongest force on any atom**: 2.8 eV/Å
**Structure (SMILES)**: C=C(F)[C@@H](F)Br
**Lowest unoccupied orbital energy**: -0.142 eV
**Molecular weight**: 157.0 g/mol

Geometry as XYZ:
```
9
Properties=species:S:1:pos:R:3:forces:R:3
Br 1.91280 1.27575 0.91558 -1.1391 -1.5414 0.1442
F -1.37177 -0.95598 0.84161 0.3862 -0.3942 -0.0296
F 1.78129 -1.00909 -0.46256 -0.3250 -0.5509 -0.4702
C -1.06445 0.60207 -0.80335 2.7553 0.4176 -0.1899
C -0.53153 -0.26915 0.02385 0.2270 0.5813 0.4254
C 0.93969 -0.51398 0.45571 -1.0415 1.7200 -0.6219
H -2.06808 0.83778 -0.90509 -1.7843 -0.0816 -0.0715
H -0.35702 1.24961 -1.31469 -0.1179 -0.1824 -0.1625
H 0.75905 -1.21702 1.24894 1.0393 0.0315 0.9762
```
Forces are in eV/Å.

11.
DFT (the ωB97M-V functional and the def2-TZVPD basis) results for a 3-piece molecular cluster, C3H3BrFO2 overall in a non-equilibrium geometry.

Summary:
**Highest occupied orbital energy**: -3.724 eV
**Charge**: -1
**Strongest force on any atom**: 1.2 eV/Å
**Lowest unoccupied orbital energy**: 2.736 eV
**Molecular weight**: 170.0 g/mol

Geometry as XYZ:
```
10
Properties=species:S:1:pos:R:3:forces:R:3
Br -1.07856 -2.42700 -3.22788 -0.0785 -0.0819 -0.0499
F 1.18830 0.31606 0.81607 0.0303 0.1390 0.1698
O -0.00827 1.28161 3.35714 0.8476 0.3158 0.8097
O -1.64949 0.55116 1.92762 -0.8791 -0.4755 -0.7243
C 0.48291 -0.24494 -0.21184 0.0516 -0.0733 -0.3648
C 0.64365 0.12532 -1.45990 0.0520 0.1016 0.1707
C -0.81297 0.89921 2.63078 0.0381 0.2113 0.0107
H -0.18211 -1.01591 0.13752 -0.0852 -0.1233 -0.0004
H 1.33531 0.89990 -1.74390 0.1926 0.1914 0.0840
H 0.08123 -0.38541 -2.22561 -0.1693 -0.2051 -0.1054
```
Forces are in eV/Å.

12.
DFT (the ωB97M-V functional and the def2-TZVPD basis) results for C3H3BrINS as an isolated structure in a non-equilibrium geometry.

Summary:
**Highest occupied orbital energy (spin up / spin down)**: -5.066 / -8.340 eV
**Strongest force on any atom**: 3.7 eV/Å
**Spin multiplicity**: 3
**Lowest unoccupied orbital energy (spin up / spin down)**: 0.400 / -2.621 eV
**Molecular weight**: 291.9 g/mol

Geometry as XYZ:
```
10
Properties=species:S:1:pos:R:3:forces:R:3
I -3.75964 0.66642 0.18943 -1.6179 0.6288 0.1174
Br -2.03704 -2.42932 -0.28987 0.5634 -0.6649 -0.2655
S 0.70017 0.65538 -0.86929 -1.1171 1.4193 -0.8615
N -1.05892 -1.05242 0.44696 0.7719 -0.0914 0.4266
C -0.95734 1.21850 -0.90014 -1.3172 1.0125 -0.7663
C 0.27339 -0.80559 0.16528 1.1336 -3.4027 -0.7345
C -1.88858 0.47788 -0.28711 1.2507 0.5612 -0.1484
H 0.75547 -0.52051 1.07590 0.4456 0.2102 0.8817
H 0.96069 -1.63026 -0.31099 -1.5616 1.1422 0.8601
H -1.34572 2.12178 -1.47454 1.4485 -0.8151 0.4905
```
Forces are in eV/Å.